No. 1
79
Properties=species:S:1:pos:R:3:forces:R:3 method="wB97M-V/def2-TZVPD" molar_mass_g_mol=619.6 relative_energy_kj_mol=153.70 spin_multiplicity=3 total_charge=+1 s2=2.033 homo_lumo_gap_ev="8.30 / 9.32"
V -0.4234 0.1013 -0.0149 0.09 -1.62 0.40
C -1.1508 -0.2219 2.0213 0.22 0.14 0.55
C 0.1218 -0.8677 1.9723 -0.14 -0.13 0.26
C 1.0977 0.1667 1.7244 0.07 0.08 0.23
C 0.3669 1.3810 1.5698 0.01 0.02 0.55
C -1.0142 1.1678 1.8053 0.06 0.03 0.18
C -2.1010 2.2317 1.8596 -0.03 -0.05 -0.17
C -2.8168 2.3402 0.5062 -0.01 -0.02 0.03
C -1.4778 3.5841 2.2067 0.05 0.07 0.07
C -3.1191 1.8420 2.9338 -0.03 -0.03 0.07
C 2.6332 0.2031 1.9041 -0.04 -0.05 -0.27
C 3.1124 1.6586 1.8573 0.14 0.08 -0.04
C 2.9764 -0.3065 3.3154 -0.11 0.05 0.06
C 3.4563 -0.5816 0.8619 -0.04 0.02 0.05
C 0.2028 -2.3542 2.3787 -0.03 0.10 -0.01
C 0.2075 -2.4059 3.9210 -0.03 -0.03 0.02
C -1.0615 -3.0924 1.9040 -0.03 -0.04 0.05
C 1.3926 -3.1616 1.8468 0.04 0.04 0.11
H -2.0816 -0.7164 2.2337 -0.05 -0.07 -0.19
H 0.8082 2.3500 1.4259 0.02 0.03 -0.20
H -2.1219 2.6091 -0.2954 -0.01 0.01 0.00
H -3.5878 3.1157 0.5426 0.06 -0.05 0.01
H -3.2942 1.3964 0.2399 0.02 0.04 0.00
H -0.8184 3.9424 1.4102 -0.05 -0.03 0.06
H -0.9039 3.5348 3.1368 -0.05 0.01 -0.06
H -2.2680 4.3269 2.3348 0.05 -0.02 -0.02
H -3.6420 0.9170 2.6736 0.05 0.08 0.02
H -3.8685 2.6301 3.0314 0.01 -0.04 0.00
H -2.6385 1.7042 3.9060 -0.03 0.02 -0.05
H 2.6578 2.2649 2.6449 0.06 -0.04 -0.04
H 2.9106 2.1272 0.8902 -0.02 -0.04 0.06
H 4.1940 1.6716 2.0086 -0.04 0.02 -0.01
H 2.3222 0.1437 4.0664 0.04 -0.02 -0.03
H 4.0053 -0.0248 3.5498 -0.04 -0.02 -0.01
H 2.9073 -1.3865 3.4034 -0.04 -0.03 -0.02
H 3.6594 0.0374 -0.0153 -0.08 -0.04 0.00
H 2.9597 -1.4872 0.5291 0.07 0.05 -0.02
H 4.4209 -0.8634 1.2923 -0.03 0.08 -0.01
H -0.5422 -1.7300 4.3394 0.02 -0.05 -0.02
H 1.1762 -2.1446 4.3452 -0.04 0.04 -0.03
H -0.0338 -3.4221 4.2456 0.04 0.06 -0.02
H -1.9552 -2.7894 2.4541 0.05 -0.01 -0.05
H -0.9234 -4.1622 2.0788 -0.03 0.06 -0.01
H -1.2465 -2.9403 0.8391 0.01 0.00 -0.02
H 2.3496 -2.6586 1.9474 -0.06 -0.04 0.12
H 1.2668 -3.4294 0.8004 -0.01 0.01 -0.04
H 1.4482 -4.0941 2.4136 0.00 0.03 -0.02
C -3.6366 -0.2663 -4.3241 0.06 -0.01 0.01
C -2.9892 0.1200 -3.0000 -0.11 0.06 0.33
O -3.6585 1.1995 -2.3475 0.11 -0.22 -0.16
P -2.9419 -1.2979 -1.7918 -0.16 0.52 0.26
O -2.1293 -2.4689 -2.4483 0.36 -0.20 -0.14
O -4.4447 -1.7888 -1.8711 0.07 -0.03 0.17
O -2.5024 -0.9574 -0.3991 0.20 0.09 -0.39
P -1.2493 0.6923 -3.1848 0.10 0.26 0.54
O -0.5730 -0.4758 -4.0486 0.07 -0.19 -0.24
O -0.9642 2.0237 -3.7291 -0.24 -0.11 -0.02
O -0.7229 0.4230 -1.7497 -0.14 1.25 -2.24
H -4.6788 -0.5387 -4.1613 -0.04 0.00 -0.02
H -3.1345 -1.1223 -4.7775 -0.02 0.04 0.03
H -3.5973 0.5830 -5.0084 0.00 -0.01 0.03
H -4.6091 1.0346 -2.3610 -0.04 -0.02 -0.04
H -1.1552 -2.3842 -2.3541 -0.15 -0.02 0.05
H -4.7207 -2.3490 -1.1301 0.00 0.07 -0.09
H -0.5706 -0.2475 -4.9910 0.08 -0.05 0.14
C 3.8522 1.5840 -4.1059 -0.03 -0.03 0.01
C 3.1855 0.3383 -3.6559 -0.04 0.11 0.04
N 3.3102 -0.8303 -4.1902 -0.31 -0.18 0.27
N 2.5185 -1.6267 -3.4049 0.23 -0.30 -0.39
C 1.9235 -1.0022 -2.3959 -0.03 -0.02 0.10
S 0.9511 -1.7782 -1.2285 0.17 0.12 0.11
N 2.3498 0.2759 -2.5513 0.04 0.45 0.13
N 2.0187 1.3542 -1.7257 -0.29 -0.26 -0.04
H 4.3906 1.3725 -5.0255 0.00 0.01 0.00
H 4.5698 1.9338 -3.3602 -0.02 0.00 -0.02
H 3.1253 2.3769 -4.2907 0.01 -0.04 0.01
H 2.4331 -2.6075 -3.6091 0.01 -0.06 -0.02
H 2.8275 1.9581 -1.6564 0.10 0.00 0.10
H 1.2591 1.8649 -2.1681 -0.09 0.12 -0.03

No. 2
20
Properties=species:S:1:pos:R:3:forces:R:3 method="wB97M-V/def2-TZVPD" molar_mass_g_mol=120.2 relative_energy_kj_mol=586.45 spin_multiplicity=1 homo_lumo_gap_ev="6.75 / 7.40"
C -1.3990 -0.4533 -0.0283 0.56 -0.15 0.12
C -1.5955 0.4062 1.1839 0.04 -0.09 -0.08
N -2.0375 -1.6875 -0.0478 -0.01 0.42 -0.05
O -1.2524 0.1314 -1.2112 0.53 -0.03 -0.13
H -0.1266 0.1018 -1.4669 -0.62 -0.05 0.26
H 0.1173 -0.7408 0.2540 -0.21 0.08 -0.10
H -1.8730 -2.2502 -0.8694 -0.10 -0.06 0.26
H -2.2674 -2.1352 0.8257 0.18 -0.07 -0.25
H -2.2811 1.2202 0.9445 0.02 0.00 0.02
H -0.6332 0.8473 1.4932 -0.04 0.00 -0.03
H -1.9859 -0.1608 2.0285 -0.01 -0.01 -0.01
N 1.2066 -0.0454 -1.3053 -0.17 -0.05 0.48
N 1.8984 1.1363 -1.6350 0.03 -0.13 0.32
C 1.7818 0.3933 1.0043 -0.29 0.03 -0.04
N 1.2647 -0.4963 0.1275 0.09 0.11 -0.62
H 1.6059 -0.8123 -1.8339 0.05 0.07 0.11
H 1.2687 1.9145 -1.4630 0.03 -0.04 -0.01
H 2.6631 1.2260 -0.9513 -0.13 -0.01 -0.13
H 2.1755 -0.0330 1.9151 -0.07 -0.04 0.04
H 1.4698 1.4378 1.0353 0.12 0.03 -0.13

No. 3
35
Properties=species:S:1:pos:R:3:forces:R:3 method="wB97M-V/def2-TZVPD" molar_mass_g_mol=239.3 relative_energy_kj_mol=205.24 spin_multiplicity=1 smiles=Cc1c[nH]c2ccccc12.Cc1ccc(O)cc1 homo_lumo_gap_ev=8.54
C 0.1399 -0.0786 -1.5501 2.23 -1.27 -0.78
C -0.1135 -2.1981 -0.2384 1.78 -1.61 0.57
C 0.7063 -1.2268 -0.7490 -1.38 0.00 1.25
C 1.9312 -2.6787 0.5632 1.41 0.46 -0.81
C 2.0185 -1.4768 -0.1706 -0.96 0.82 -0.23
C 3.1037 -3.2422 1.0280 1.08 -0.62 0.79
C 3.1973 -0.7458 -0.1427 1.06 -0.71 0.36
C 4.2988 -2.5006 1.1569 -2.01 -0.16 -0.31
C 4.2973 -1.2589 0.5441 0.24 1.22 0.19
N 0.6620 -3.1399 0.4872 -1.33 0.50 -0.52
H -1.1218 -2.5622 -0.2892 -0.55 0.85 -0.59
H 0.1840 -3.7546 1.1214 0.48 -0.26 0.07
H -0.7599 -0.5241 -1.9760 -0.03 0.77 -0.43
H 0.9520 0.1327 -2.3110 -1.36 0.18 0.37
H 3.1487 -4.3037 1.2004 -0.26 -0.25 0.81
H 3.3876 0.2165 -0.5723 -0.60 0.35 -0.51
H 5.0596 -2.8353 1.8458 0.41 -0.24 -0.54
H 5.1370 -0.5687 0.6212 0.08 -0.39 0.10
H -0.0552 0.7888 -0.9434 -0.07 0.29 -0.02
C -3.8018 0.3635 -1.6694 1.40 -0.13 0.00
C -1.5713 3.0816 0.5812 0.91 1.06 0.53
C -1.4849 1.7772 1.0026 -1.65 -0.67 -1.59
C -2.6152 3.6099 -0.1767 0.15 -0.93 0.01
C -2.2333 0.8581 0.2005 0.60 1.70 1.22
C -3.5202 2.7158 -0.7154 0.87 -0.47 0.84
C -3.1763 1.3475 -0.6993 -0.42 -1.15 0.17
O -0.6712 4.0437 0.9501 0.20 0.65 0.44
H -1.0350 1.4787 1.9242 0.91 -0.16 0.07
H 0.1377 3.7135 1.3502 -0.21 -0.41 0.02
H -2.5832 4.6846 -0.2671 -0.58 0.09 -0.05
H -1.9783 -0.1769 0.3908 -0.57 -0.21 -0.40
H -4.5319 2.9864 -0.9151 -0.36 0.39 -1.17
H -3.0922 0.2941 -2.5158 -0.64 0.52 -0.22
H -4.8033 0.6239 -1.9968 -0.03 -0.19 -0.05
H -3.6755 -0.6575 -1.3051 -0.79 -0.01 0.40

No. 4
84
Properties=species:S:1:pos:R:3:forces:R:3 method="wB97M-V/def2-TZVPD" molar_mass_g_mol=880.7 spin_multiplicity=3 total_charge=+3 s2=2.021 homo_lumo_gap_ev="8.18 / 5.17"
Au 0.9048 -0.0443 0.3173 -0.68 0.32 -0.29
O -0.9574 3.1859 0.9938 0.40 0.36 0.43
S -0.9408 1.9465 0.2290 -1.32 -0.46 -0.92
C -2.5043 1.0809 0.5674 0.62 -0.27 0.10
C -3.7070 1.7336 0.3528 0.04 0.19 -0.03
C -4.8927 1.1116 0.7150 0.16 0.10 -0.04
C -4.8656 -0.1455 1.3018 -0.04 -0.05 0.05
C -3.6612 -0.7928 1.5254 0.15 0.11 -0.05
C -2.4613 -0.1824 1.1506 0.24 -0.15 -0.08
P -0.9061 -1.0343 1.5747 -0.42 -0.47 0.34
C -0.7489 -0.9527 3.3663 0.28 0.02 -0.28
C -1.2286 -2.0001 4.1615 0.01 0.15 -0.15
C -1.1055 -1.9071 5.5350 -0.05 -0.06 0.11
C -0.5165 -0.7914 6.1167 0.01 0.05 -0.14
C -0.0584 0.2547 5.3225 0.04 0.03 0.05
C -0.1614 0.1753 3.9454 -0.09 -0.13 -0.10
C -0.9961 -2.7537 1.0953 0.18 0.40 -0.05
C -0.0667 -3.6274 1.6810 -0.01 0.06 -0.02
C -0.0879 -4.9665 1.3472 0.04 -0.04 -0.02
C -0.9966 -5.4328 0.4031 0.02 0.11 0.00
C -1.8842 -4.5560 -0.2124 -0.05 0.01 -0.06
C -1.8844 -3.2153 0.1201 -0.01 0.02 0.08
C -1.1390 2.3601 -1.5103 0.49 -0.30 0.10
C -1.7901 3.5311 -1.8610 -0.03 0.12 0.26
C -1.9947 3.8144 -3.2023 0.05 -0.05 0.07
C -1.5450 2.9339 -4.1770 0.02 0.02 -0.05
C -0.8639 1.7807 -3.8230 -0.01 -0.05 0.19
C -0.6313 1.4953 -2.4749 0.18 -0.17 0.11
P 0.3562 0.0119 -2.1029 0.12 -0.05 -0.72
C 2.0254 0.2079 -2.7365 -0.27 -0.12 0.38
C 2.4922 1.3859 -3.3243 -0.05 -0.06 -0.01
C 3.7961 1.4269 -3.7850 0.03 0.07 0.00
C 4.6346 0.3270 -3.6356 -0.10 -0.03 0.05
C 4.1706 -0.8399 -3.0367 0.02 0.00 0.05
C 2.8739 -0.8984 -2.5669 -0.06 0.10 0.02
C -0.4983 -1.2716 -3.0453 0.12 0.08 0.50
C -1.8824 -1.3767 -2.8539 0.13 0.06 0.03
C -2.6223 -2.2308 -3.6458 -0.02 -0.04 0.06
C -1.9857 -3.0029 -4.6128 0.07 0.06 0.04
C -0.6126 -2.9054 -4.7966 -0.01 -0.09 -0.03
C 0.1425 -2.0524 -4.0104 0.02 0.11 0.06
H -3.7149 2.7246 -0.0754 -0.09 0.07 -0.04
H -5.8315 1.6213 0.5512 -0.03 -0.01 0.00
H -5.7894 -0.6166 1.6049 -0.04 -0.04 0.00
H -3.6462 -1.7609 2.0073 -0.03 -0.05 0.00
H -1.7029 -2.8585 3.7060 0.03 -0.07 0.08
H -1.4687 -2.7108 6.1582 -0.04 -0.04 0.03
H -0.4129 -0.7364 7.1915 -0.02 0.01 0.02
H 0.3870 1.1231 5.7862 0.02 0.04 0.00
H 0.2175 0.9607 3.3020 0.03 0.09 0.11
H 0.6535 -3.2488 2.3947 0.02 -0.07 0.08
H 0.6005 -5.6509 1.8181 0.08 -0.04 0.02
H -1.0056 -6.4794 0.1367 -0.02 -0.06 0.01
H -2.5845 -4.9253 -0.9456 -0.06 -0.04 -0.07
H -2.5828 -2.5331 -0.3429 -0.06 -0.04 -0.05
H -2.1224 4.2091 -1.0884 -0.04 0.10 0.02
H -2.5037 4.7239 -3.4844 -0.04 0.05 -0.01
H -1.7090 3.1577 -5.2208 -0.01 0.01 -0.06
H -0.4980 1.1050 -4.5850 0.00 0.00 -0.05
H 1.8409 2.2419 -3.4428 0.03 0.02 -0.01
H 4.1646 2.3192 -4.2687 0.02 0.07 -0.01
H 5.6589 0.3828 -3.9742 0.03 -0.01 -0.09
H 4.8229 -1.6934 -2.9292 0.05 -0.04 0.03
H 2.5055 -1.7862 -2.0645 0.08 -0.07 -0.04
H -2.3659 -0.7615 -2.1033 -0.12 0.03 -0.01
H -3.6933 -2.2955 -3.5228 -0.07 -0.01 0.03
H -2.5643 -3.6760 -5.2276 -0.04 -0.02 -0.07
H -0.1292 -3.4883 -5.5673 0.03 -0.04 -0.01
H 1.2065 -1.9668 -4.1756 0.02 -0.01 -0.03
C 4.4405 3.8579 3.3824 0.11 0.41 0.05
N 3.6984 2.8097 2.7176 -0.28 -0.03 0.02
C 4.3106 1.5668 2.2974 0.21 -0.32 -0.05
C 3.1685 0.9244 1.5519 0.10 0.44 0.11
O 3.1522 -0.1482 0.9330 -0.14 -0.37 -0.13
N 2.0839 1.7028 1.6361 -0.36 0.21 -0.06
C 2.4292 2.8320 2.3097 0.39 -0.17 0.03
N 1.5711 3.8145 2.5191 0.06 0.17 0.08
H 5.3016 3.4186 3.8820 -0.09 0.01 0.04
H 3.8230 4.3524 4.1315 0.04 -0.04 0.05
H 4.8007 4.5994 2.6662 -0.01 -0.01 0.03
H 4.5953 0.9466 3.1531 0.04 0.03 -0.04
H 5.1970 1.7313 1.6795 -0.10 -0.06 -0.04
H 0.6431 3.7612 2.1159 0.09 -0.03 0.03
H 1.8525 4.6666 2.9778 -0.02 -0.05 -0.02